Molecular formula: C27H26Cl2N
Method: DFT, wB97M-V/def2-TZVPD

Orbital gap ... 0.1463 hartree
Highest occupied orbital energy ... -9.74 eV
E_LUMO ... -5.76 eV

ORCA input file:
```
! RIJCOSX wB97M-V def2-TZVPD def2/J DEFGRID3
* xyz 1 1
Cl -2.100 0.639 8.382
C -1.715 0.483 6.718
C -0.632 1.179 6.191
C -0.220 0.939 4.906
C -0.893 0.001 4.092
C -0.367 -0.365 2.815
C -1.015 -1.195 1.915
C -0.415 -1.879 0.873
C -1.083 -2.856 0.067
C -0.353 -3.903 -0.542
C -0.988 -4.901 -1.235
C -2.371 -4.877 -1.381
Cl -3.160 -6.090 -2.302
C -3.114 -3.855 -0.799
C -2.487 -2.868 -0.083
C -2.034 -0.636 4.632
C -2.429 -0.404 5.921
H -0.131 1.901 6.815
H 0.624 1.472 4.504
H 0.644 -0.073 2.590
H -2.048 -1.412 2.107
H 0.649 -1.786 0.753
H 0.713 -3.945 -0.406
H -0.438 -5.725 -1.661
H -4.184 -3.861 -0.927
H -3.064 -2.076 0.359
H -2.578 -1.347 4.040
H -3.279 -0.907 6.347
C 0.870 -0.505 -3.344
N 1.219 0.747 -2.674
C 0.286 1.362 -1.801
C -0.976 0.954 -1.590
C -1.703 1.879 -0.660
C -0.746 3.060 -0.384
C 0.591 2.605 -1.001
C 2.448 1.412 -3.042
C 2.488 2.281 -4.134
C 3.653 2.939 -4.464
C 4.798 2.748 -3.712
C 4.773 1.886 -2.630
C 3.611 1.226 -2.293
H 1.696 -0.848 -3.969
H 0.654 -1.274 -2.604
H -0.006 -0.358 -3.974
H -1.424 0.095 -2.060
H -2.650 2.221 -1.098
H -1.950 1.356 0.274
H -1.103 3.982 -0.865
H -0.652 3.271 0.690
H 1.324 2.364 -0.221
H 1.049 3.379 -1.630
H 1.592 2.421 -4.716
H 3.671 3.604 -5.313
H 5.709 3.263 -3.973
H 5.667 1.727 -2.049
H 3.581 0.549 -1.455
*
```

Molecular formula: C27H26F2N4O2S
Method: DFT, wB97M-V/def2-TZVPD

Orbital gap ... 0.3023 hartree
Highest occupied orbital energy ... -7.78 eV
E_LUMO ... 0.44 eV

ORCA input file:
```
! RIJCOSX wB97M-V def2-TZVPD def2/J DEFGRID3
* xyz 0 1
O 0.568 -5.049 -4.108
C 0.150 -4.010 -3.647
N 0.966 -3.007 -3.259
C 0.547 -1.763 -2.781
C 1.459 -0.830 -2.329
C 1.032 0.418 -1.886
C -0.324 0.727 -1.938
C -1.240 -0.202 -2.395
C -0.824 -1.463 -2.815
N -1.684 -2.382 -3.359
H -2.671 -2.197 -3.245
C -1.340 -3.781 -3.382
C -1.675 -4.492 -2.060
H -1.339 -5.528 -2.094
H -1.206 -3.967 -1.227
S -3.482 -4.473 -1.777
C -3.519 -4.171 0.033
C -3.046 -2.793 0.354
C -1.834 -2.578 0.998
C -1.402 -1.293 1.281
C -2.170 -0.202 0.919
C -3.365 -0.429 0.259
C -3.814 -1.700 -0.032
H -4.750 -1.841 -0.550
F -4.114 0.628 -0.113
H -1.869 0.809 1.141
H -0.464 -1.144 1.793
H -1.231 -3.422 1.303
H -2.916 -4.940 0.514
H -4.566 -4.306 0.304
H -1.902 -4.268 -4.189
H -2.287 0.052 -2.453
H -0.665 1.709 -1.647
C 2.069 1.430 -1.530
O 3.014 1.645 -2.269
N 1.885 2.128 -0.378
C 1.045 1.713 0.719
H 0.413 2.557 1.019
C 1.939 1.287 1.900
N 2.855 2.330 2.293
C 2.493 3.277 3.242
C 1.203 3.356 3.779
C 0.894 4.265 4.774
C 1.875 5.116 5.242
C 3.163 5.063 4.741
C 3.464 4.147 3.756
H 4.480 4.093 3.398
H 3.918 5.728 5.130
F 1.573 6.013 6.209
H -0.104 4.320 5.180
H 0.415 2.713 3.424
C 3.697 2.704 1.174
H 4.287 1.829 0.879
C 2.836 3.158 -0.013
H 2.283 4.064 0.263
H 3.460 3.358 -0.885
H 4.377 3.505 1.451
H 2.543 0.429 1.578
H 1.337 0.975 2.753
H 0.420 0.878 0.408
H 2.515 -1.057 -2.335
H 1.960 -3.148 -3.392
*
```

Molecular formula: C27H26F32GaO6
Method: DFT, wB97M-V/def2-TZVPD

Orbital gap ... 0.2304 hartree
Highest occupied orbital energy ... -4.58 eV
E_LUMO ... 1.69 eV

ORCA input file:
```
! RIJCOSX wB97M-V def2-TZVPD def2/J DEFGRID3
* xyz -1 1
O -5.382 -0.927 -5.215
O -4.549 -1.853 -4.661
C -3.171 -1.428 -4.926
Ga -2.182 -0.989 -3.126
C -1.216 0.838 -3.497
C -0.189 0.808 -4.679
C 0.537 2.123 -5.054
C 0.217 3.383 -4.212
C -0.799 3.428 -3.045
C -1.535 2.112 -2.661
H -5.325 -0.068 -4.732
H -3.236 -0.460 -5.557
H -2.548 -2.185 -5.523
H -0.996 -2.033 -2.823
H -3.175 -0.879 -1.877
H -0.017 -0.177 -5.247
H 1.265 2.083 -5.930
H 0.774 4.345 -4.465
H -1.058 4.358 -2.436
H -2.311 2.009 -1.836
C 0.356 3.703 3.315
C 0.374 4.991 2.466
C -0.897 5.288 1.667
F -1.178 4.332 0.763
F -0.752 6.441 0.965
F 1.463 4.972 1.662
F 0.566 6.032 3.331
O 0.979 2.538 2.754
C 0.186 1.761 1.880
C 0.733 1.740 0.446
F 0.817 2.983 -0.071
F -0.075 1.030 -0.374
F -1.095 2.171 1.952
F 0.202 0.503 2.388
H 0.959 3.920 4.202
H -0.640 3.480 3.708
H -1.760 5.404 2.327
H 1.732 1.294 0.417
C -3.918 0.619 2.222
C -4.502 -0.677 1.626
C -5.647 -0.497 0.628
F -6.726 0.102 1.176
F -6.073 -1.704 0.179
F -4.859 -1.508 2.638
F -3.484 -1.299 0.975
O -4.389 1.011 3.522
C -5.592 1.746 3.585
C -6.710 0.989 4.312
F -6.986 -0.190 3.719
F -7.861 1.708 4.305
F -5.945 2.144 2.349
F -5.301 2.879 4.271
H -2.853 0.424 2.377
H -3.943 1.451 1.513
H -5.328 0.088 -0.237
H -6.432 0.788 5.349
C 3.666 -4.233 -3.969
C 5.129 -3.754 -4.080
C 5.414 -2.337 -3.577
F 4.734 -1.398 -4.259
F 6.730 -2.039 -3.732
F 5.548 -3.912 -5.359
F 5.884 -4.614 -3.330
O 2.854 -4.139 -5.146
C 2.229 -2.897 -5.405
C 2.731 -2.237 -6.694
F 4.064 -2.022 -6.662
F 2.146 -1.029 -6.876
F 2.347 -2.102 -4.327
F 0.911 -3.165 -5.525
H 3.718 -5.308 -3.773
H 3.159 -3.818 -3.093
H 5.170 -2.238 -2.517
H 2.511 -2.864 -7.562
C 2.067 -2.348 5.280
C 2.365 -1.068 6.089
C 2.608 0.202 5.272
F 3.676 0.097 4.458
F 2.860 1.254 6.093
F 3.397 -1.311 6.934
F 1.277 -0.841 6.885
O 3.161 -3.248 5.051
C 4.006 -2.977 3.952
C 5.441 -2.645 4.376
F 5.486 -1.574 5.197
F 6.204 -2.342 3.298
F 3.452 -2.024 3.179
F 4.013 -4.105 3.202
H 1.372 -2.932 5.891
H 1.514 -2.139 4.360
H 1.735 0.454 4.665
H 5.896 -3.490 4.899
*
```

Molecular formula: C27H26N
Method: DFT, wB97M-V/def2-TZVPD

Orbital gap ... 0.1475 hartree
Highest occupied orbital energy ... -10.02 eV
E_LUMO ... -6.01 eV

ORCA input file:
```
! RIJCOSX wB97M-V def2-TZVPD def2/J DEFGRID3
* xyz 1 1
C -1.669 -2.598 2.167
C -1.072 -1.719 3.276
C -0.236 -0.574 2.819
C 1.133 -0.603 2.587
C 2.084 -1.695 2.821
N 1.512 0.632 2.113
C 0.417 1.472 2.050
C -0.681 0.749 2.503
C -2.089 1.175 2.656
H -2.233 -3.421 2.618
H -2.346 -2.040 1.512
H -0.881 -3.035 1.542
H -1.883 -1.331 3.903
H -0.447 -2.355 3.912
H 1.523 -2.582 3.135
H 2.649 -1.940 1.912
H 2.802 -1.450 3.617
H 2.466 0.871 1.845
H 0.487 2.508 1.772
H -2.228 2.245 2.446
H -2.758 0.617 1.975
H -2.443 0.983 3.684
C 0.981 3.990 0.597
C -0.279 4.666 0.860
C -1.488 4.004 0.557
C -2.704 4.676 0.671
C -2.729 6.018 1.075
C -1.534 6.685 1.383
C -0.319 6.011 1.298
C 2.264 4.419 1.137
C 3.297 3.897 0.293
C 4.613 4.337 0.409
C 4.925 5.231 1.443
C 3.927 5.707 2.309
C 2.589 5.326 2.148
C 2.671 3.173 -0.803
C 1.246 3.265 -0.643
C 0.412 2.949 -1.716
C 0.988 2.460 -2.897
C 2.382 2.348 -3.032
C 3.234 2.752 -1.999
H -1.454 2.969 0.207
H -3.622 4.145 0.415
H -3.682 6.545 1.152
H -1.543 7.740 1.665
H 0.609 6.546 1.500
H 5.353 3.990 -0.314
H 5.956 5.560 1.571
H 4.186 6.412 3.099
H 1.814 5.737 2.791
H -0.660 3.119 -1.655
H 0.340 2.207 -3.734
H 2.805 1.961 -3.960
H 4.322 2.770 -2.101
*
```

Molecular formula: C27H26N3O5S5SbTi
Method: DFT, wB97M-V/def2-TZVPD

Orbital gap (alpha / beta) ... 0.1617 / 0.1972 hartree
Highest occupied orbital energy (alpha / beta) ... -0.21 / -1.21 eV
E_LUMO (alpha / beta) ... 4.19 / 4.15 eV

ORCA input file:
```
! RIJCOSX wB97M-V def2-TZVPD def2/J DEFGRID3
* xyz -2 3
Ti 1.143 0.125 0.699
O 3.333 -2.552 3.017
C 2.534 -1.778 2.518
N 2.702 -1.036 1.346
C 3.768 -1.154 0.489
O 4.766 -1.837 0.576
C 3.619 -0.214 -0.726
C 4.464 -0.313 -1.805
C 4.307 0.592 -2.852
C 3.339 1.572 -2.767
C 2.510 1.595 -1.654
N 2.655 0.719 -0.667
C 1.226 -1.455 3.141
C 0.949 -1.825 4.447
C -0.209 -1.396 5.060
C -1.072 -0.551 4.314
C -0.765 -0.230 3.028
N 0.349 -0.704 2.384
H 5.203 -1.102 -1.812
H 4.934 0.520 -3.731
H 3.169 2.279 -3.565
H 1.713 2.320 -1.549
H 1.683 -2.438 4.952
H -0.443 -1.673 6.079
H -1.976 -0.148 4.751
H -1.405 0.411 2.435
C -3.394 2.925 -3.308
O -3.336 3.819 -2.207
C -2.473 3.471 -1.197
C -2.203 4.443 -0.235
C -1.265 4.194 0.749
C -0.545 2.974 0.810
C 0.525 2.793 1.727
C 0.820 3.789 2.798
O 1.344 1.743 1.679
C -0.942 1.969 -0.121
O -0.395 0.750 -0.048
C -1.881 2.218 -1.105
H -3.928 3.451 -4.097
H -3.937 2.011 -3.051
H -2.396 2.646 -3.653
H -2.718 5.394 -0.286
H -1.052 4.970 1.473
H 1.135 4.760 2.394
H 1.622 3.403 3.425
H -0.057 3.978 3.429
H -2.086 1.411 -1.793
S 2.859 -3.783 -6.017
C 2.117 -2.810 -4.858
S 1.433 -1.280 -5.173
C 0.820 -0.863 -3.579
C 1.100 -1.804 -2.637
S 0.750 -1.934 -0.910
S 1.963 -3.215 -3.216
S -0.053 0.646 -3.518
C -4.229 -2.881 1.230
Sb -2.438 -2.006 0.314
C -1.316 -3.566 1.296
C -2.790 -3.057 -1.519
H -4.268 -3.952 1.018
H -5.144 -2.411 0.864
H -4.179 -2.735 2.311
H -1.549 -4.517 0.815
H -1.624 -3.594 2.344
H -0.244 -3.395 1.241
H -3.099 -4.081 -1.303
H -1.873 -3.055 -2.107
H -3.572 -2.550 -2.086
*
```

Molecular formula: C27H26N4O7Zr
Method: DFT, wB97M-V/def2-TZVPD

Orbital gap ... 0.2384 hartree
Highest occupied orbital energy ... -14.90 eV
E_LUMO ... -8.41 eV

ORCA input file:
```
! RIJCOSX wB97M-V def2-TZVPD def2/J DEFGRID3
* xyz 2 1
Zr -0.274 0.121 1.490
O 3.229 -1.440 0.081
C 2.467 -1.020 0.874
O 1.357 -0.247 0.508
C 2.555 -1.068 2.383
C 3.704 -0.713 3.072
C 3.603 -0.338 4.402
C 2.387 -0.151 5.035
C 1.266 -0.519 4.320
C 1.344 -1.139 3.069
O 0.225 -1.559 2.478
N -0.039 0.042 4.641
O -0.666 0.573 3.645
O -0.463 0.118 5.734
N 4.833 0.064 5.132
O 4.677 0.487 6.255
O 5.876 -0.050 4.535
H 4.666 -0.675 2.575
H 2.342 0.322 6.009
C -2.866 -0.124 -2.263
C -3.318 -1.040 -1.154
C -4.040 -2.192 -1.442
C -4.479 -3.032 -0.433
C -4.211 -2.737 0.894
C -3.494 -1.600 1.237
C -3.214 -1.276 2.685
C -3.064 -0.774 0.194
N -2.260 0.384 0.522
C -2.713 1.588 0.563
C -4.140 1.950 0.399
C -1.691 2.707 0.739
C -2.200 4.103 0.706
N -0.455 2.359 0.869
C 0.603 3.303 0.644
C 1.584 3.464 1.631
C 1.527 2.672 2.906
C 2.614 4.358 1.407
C 2.698 5.049 0.207
C 1.760 4.828 -0.783
C 0.693 3.954 -0.595
C -0.259 3.730 -1.743
H -2.610 -0.699 -3.151
H -1.992 0.469 -1.995
H -3.670 0.560 -2.550
H -4.255 -2.432 -2.476
H -5.040 -3.922 -0.683
H -4.572 -3.392 1.677
H -3.981 -1.713 3.321
H -3.212 -0.205 2.890
H -2.263 -1.708 3.014
H -4.763 1.062 0.319
H -4.271 2.552 -0.505
H -4.474 2.558 1.241
H -2.929 4.235 1.509
H -2.713 4.321 -0.232
H -1.393 4.818 0.841
H 0.612 2.837 3.475
H 2.369 2.934 3.545
H 1.636 1.596 2.694
H 3.362 4.511 2.175
H 3.511 5.743 0.038
H 1.854 5.335 -1.735
H 0.294 3.735 -2.680
H -0.996 4.534 -1.808
H -0.793 2.781 -1.687
*
```